[1]
{"formula": "C25H27N7O3PtS", "method": "the ωB97M-V functional and the def2-TZVPD basis", "symbols": ["Pt", "O", "C", "O", "C", "C", "C", "C", "C", "N", "H", "H", "H", "H", "S", "C", "N", "N", "C", "C", "C", "C", "C", "C", "N", "N", "C", "C", "C", "C", "C", "C", "H", "H", "H", "H", "H", "H", "H", "H", "H", "H", "H", "C", "N", "C", "C", "C", "N", "C", "C", "O", "H", "H", "H", "H", "H", "H", "H", "H", "H", "H", "H", "H"], "positions_angstrom": [[1.3650, 0.2448, -1.1413], [4.7414, 2.3737, -1.7498], [3.6455, 1.9020, -1.5483], [3.3252, 0.6450, -1.6150], [2.4963, 2.8224, -1.1709], [2.6799, 4.1786, -1.0004], [1.5940, 4.9601, -0.6428], [0.3577, 4.3574, -0.4720], [0.2362, 2.9933, -0.6557], [1.2922, 2.2501, -1.0014], [3.6747, 4.5735, -1.1489], [1.7097, 6.0256, -0.4956], [-0.5158, 4.9286, -0.1923], [-0.7004, 2.4664, -0.5338], [-0.9024, -0.0963, -1.0055], [-1.0546, -0.4222, 0.7396], [-2.1592, -0.8755, 1.2615], [-3.2003, -1.0055, 0.3168], [-3.9339, 0.1594, -0.0125], [-5.0561, 0.0166, -0.8286], [-5.7972, 1.1232, -1.2019], [-5.4291, 2.3947, -0.7782], [-4.3152, 2.5344, 0.0349], [-3.5683, 1.4303, 0.4223], [-0.0271, -0.1817, 1.5877], [1.1230, 0.1545, 1.0681], [2.1064, 0.6195, 1.9477], [3.4457, 0.6137, 1.5543], [4.4204, 1.0993, 2.4108], [4.0810, 1.5831, 3.6673], [2.7490, 1.5727, 4.0634], [1.7616, 1.0991, 3.2172], [-3.8278, -1.7203, 0.6573], [-5.3342, -0.9716, -1.1773], [-6.6657, 0.9935, -1.8353], [-6.0059, 3.2600, -1.0756], [-4.0262, 3.5173, 0.3875], [-2.7159, 1.5445, 1.0776], [3.7221, 0.2220, 0.5846], [5.4542, 1.0923, 2.0901], [4.8460, 1.9604, 4.3329], [2.4730, 1.9434, 5.0428], [0.7237, 1.0878, 3.5164], [1.7664, -2.8952, 1.1019], [0.7370, -3.1554, 0.1048], [-0.3826, -3.9856, 0.5478], [-0.9885, -4.7329, -0.6219], [-1.2660, -3.7622, -1.7490], [-0.0516, -3.0274, -2.0832], [-0.0516, -2.3467, -3.3684], [0.7926, -2.6166, -1.1170], [1.7093, -1.7659, -1.4017], [1.3292, -2.4222, 1.9809], [2.5304, -2.2463, 0.6877], [2.2149, -3.8488, 1.3881], [-1.1206, -3.3443, 1.0400], [0.0025, -4.6818, 1.2933], [-1.9134, -5.2197, -0.3130], [-0.2980, -5.5056, -0.9673], [-2.0519, -3.0481, -1.4752], [-1.5841, -4.2964, -2.6447], [-0.7497, -1.5056, -3.3696], [-0.3618, -3.0645, -4.1272], [0.9490, -1.9989, -3.6043]], "e_lumo_ev": [-0.24, -1.19], "multiplicity": 3, "s_squared": 2.031, "e_tot_ev": -57017.7120, "homo_lumo_gap_ev": [6.367, 6.351]}



[2]
{"formula": "C19H34N2O2P", "method": "the ωB97M-V functional and the def2-TZVPD basis", "symbols": ["C", "O", "C", "C", "C", "C", "C", "O", "C", "C", "C", "H", "H", "H", "H", "H", "H", "H", "H", "H", "H", "H", "C", "C", "C", "C", "N", "C", "C", "N", "C", "C", "C", "C", "P", "H", "H", "H", "H", "H", "H", "H", "H", "H", "H", "H", "H", "H", "H", "H", "H", "H", "H", "H", "H", "H", "H", "H"], "positions_angstrom": [[-2.1576, 8.0264, -4.0981], [-2.8284, 7.7864, -2.8428], [-2.0503, 7.6220, -1.7396], [-2.7014, 7.3136, -0.5159], [-1.9362, 6.9620, 0.5836], [-0.5347, 6.9138, 0.4828], [0.3215, 6.2856, 1.5644], [1.5374, 6.9707, 1.8171], [1.6977, 7.7833, 2.9758], [0.1083, 7.3326, -0.6840], [-0.6354, 7.7127, -1.7863], [-2.9618, 8.1021, -4.8254], [-1.5886, 8.9646, -4.0813], [-1.4901, 7.1922, -4.3462], [-3.7893, 7.3142, -0.4982], [-2.4108, 6.7222, 1.5405], [-0.2589, 6.0222, 2.4717], [2.7083, 8.1964, 2.8661], [0.9716, 8.6128, 3.0044], [1.6151, 7.1865, 3.9032], [1.2007, 7.3787, -0.7204], [-0.1324, 8.0204, -2.7017], [-0.3095, 0.3902, -0.0421], [-0.5066, 1.2253, 1.2149], [-0.9241, 2.6143, 0.7332], [-1.6306, 0.6819, 2.0920], [0.7565, 1.2781, 1.9338], [1.9240, 1.6740, 1.1616], [2.9877, 2.1071, 2.1440], [2.4487, 1.9101, 3.4793], [3.0835, 2.6705, 4.5459], [4.5813, 2.4206, 4.4716], [2.5124, 2.3134, 5.9134], [2.8937, 4.1711, 4.3365], [1.0373, 1.0576, 3.5459], [0.6749, 5.3971, 1.0872], [0.1742, -0.5674, 0.1665], [-1.2845, 0.1928, -0.4972], [0.2904, 0.9210, -0.7884], [-1.1413, 3.2890, 1.5676], [-0.1661, 3.0785, 0.0952], [-1.8388, 2.5147, 0.1321], [-1.9100, 1.4032, 2.8708], [-2.5108, 0.5295, 1.4534], [-1.3845, -0.2754, 2.5623], [2.2728, 0.8398, 0.5424], [1.6943, 2.5037, 0.4757], [3.9077, 1.5234, 2.0153], [3.2471, 3.1607, 1.9561], [5.0292, 2.9340, 3.6147], [5.0500, 2.8210, 5.3756], [4.8163, 1.3561, 4.3940], [1.4985, 2.7118, 6.0452], [2.4942, 1.2361, 6.1040], [3.1514, 2.7805, 6.6742], [1.8461, 4.4732, 4.4481], [3.4870, 4.7076, 5.0918], [3.2424, 4.5029, 3.3526]], "e_lumo_ev": -4.62, "de_lowest_ev": 0.000, "e_tot_ev": -36611.8092, "total_charge": 1, "homo_lumo_gap_ev": 5.522}



[3]
{"formula": "C4H7N2O", "method": "the ωB97M-V functional and the def2-TZVPD basis", "symbols": ["C", "C", "C", "C", "N", "N", "O", "H", "H", "H", "H", "H", "H", "H"], "positions_angstrom": [[-0.4212, 1.2972, -0.7997], [0.7928, 1.0358, -0.3406], [1.8683, 2.0801, 0.0713], [-1.6624, -2.2734, 0.1334], [1.0281, -0.1480, 0.2868], [-0.9035, -1.0985, -0.1694], [0.2291, -1.0381, 0.4342], [-1.3702, 1.0504, -1.0219], [1.7165, 2.9745, -0.5004], [1.5351, 2.2887, 1.2029], [2.9700, 1.7049, 0.0652], [-1.2117, -2.9827, 0.9763], [-2.6646, -2.1047, 0.5279], [-1.9061, -2.7862, -0.8661]], "e_lumo_ev": [-7.26, -7.42], "de_lowest_ev": 10.581, "e_tot_ev": -9272.2086, "total_charge": 1, "homo_lumo_gap_ev": [7.447, 7.199]}



[4]
{"formula": "C9H17B2N3O11P", "method": "the ωB97M-V functional and the def2-TZVPD basis", "symbols": ["C", "O", "B", "O", "N", "C", "C", "B", "O", "O", "C", "N", "N", "C", "O", "C", "P", "O", "O", "O", "H", "H", "H", "H", "H", "H", "H", "H", "H", "H", "H", "C", "O", "C", "O", "O", "C", "H", "H", "H", "H", "H", "H"], "positions_angstrom": [[1.6446, -2.2891, 3.6143], [0.5664, -1.7514, 2.8041], [0.0125, -2.7148, 1.9490], [-0.0973, -4.0384, 2.4836], [-0.4932, -2.4254, 0.5637], [-1.3050, -3.2938, -0.2263], [-1.9306, -4.7215, 0.0841], [-3.1828, -4.4376, 1.1102], [-3.2407, -4.9216, 2.4441], [-4.2813, -3.6147, 0.6622], [-1.6283, -2.7422, -1.5692], [-0.9762, -1.4701, -1.5112], [-1.0636, -0.5798, -2.5906], [0.1215, -0.5821, -3.1312], [1.2422, -0.4752, -3.4000], [-0.3180, -1.2916, -0.2791], [0.6357, 0.2331, 0.2582], [0.0651, 0.8396, 1.5161], [2.2155, -0.1495, 0.5889], [0.5806, 1.4440, -0.9029], [2.2153, -3.1365, 3.1114], [1.3301, -2.5695, 4.6679], [2.4100, -1.4512, 3.7383], [0.3182, -4.6660, 1.8581], [-2.3106, -5.1884, -0.8823], [-1.1336, -5.3755, 0.5397], [-3.2208, -4.1221, 3.0151], [-4.2692, -2.8568, 1.2940], [-2.2427, -3.2291, -2.3687], [2.5735, 0.5684, 1.1570], [-0.3522, 1.6684, -1.1270], [0.9851, 7.8898, -0.7480], [1.4204, 7.0924, -1.8501], [1.3459, 5.7738, -1.6383], [0.9556, 5.2370, -0.6311], [1.7815, 5.1492, -2.7440], [1.7563, 3.7289, -2.6557], [1.0903, 8.9356, -1.0340], [-0.0652, 7.6961, -0.5236], [1.6072, 7.7064, 0.1295], [0.7365, 3.3712, -2.5060], [2.4090, 3.3807, -1.8535], [2.1269, 3.3295, -3.5998]], "e_lumo_ev": -4.90, "e_tot_ev": -47239.7454, "total_charge": 1, "homo_lumo_gap_ev": 7.893}



[5]
{"formula": "C11H18Cl4OOs", "method": "the ωB97M-V functional and the def2-TZVPD basis", "symbols": ["C", "C", "C", "C", "C", "C", "C", "C", "C", "C", "Os", "Cl", "Cl", "Cl", "H", "H", "H", "H", "H", "H", "H", "H", "H", "H", "H", "H", "H", "H", "H", "O", "H", "Cl", "C", "H", "H"], "positions_angstrom": [[-0.4970, -0.4075, -1.2499], [0.7515, -1.0848, -1.1807], [1.6452, -0.3225, -0.3497], [1.0839, -2.3881, -1.8143], [0.9631, 0.8833, 0.0423], [-0.3638, 0.8312, -0.5165], [-1.3252, 1.9621, -0.5618], [-1.6417, -0.8060, -2.1107], [3.0913, -0.6254, -0.1039], [1.6506, 2.0583, 0.6645], [-0.1516, -0.7509, 1.0080], [0.2840, -3.1410, 1.1093], [-2.3384, -1.6124, 0.9378], [1.4176, -0.8840, 2.7806], [0.1835, -2.9913, -1.9401], [1.8100, -2.9436, -1.2157], [1.5163, -2.2338, -2.8033], [3.1998, -1.6701, 0.2221], [3.4943, 0.0511, 0.6626], [3.6790, -0.4899, -1.0284], [2.3156, 1.7115, 1.4578], [0.9280, 2.7669, 1.0689], [2.2637, 2.5727, -0.0860], [-1.1715, 2.6349, 0.2901], [-2.3539, 1.5878, -0.5044], [-1.2086, 2.5404, -1.4910], [-1.8378, -1.8669, -1.9823], [-1.4234, -0.6281, -3.1662], [-2.5217, -0.2293, -1.8444], [-3.2956, 1.4966, 1.2596], [-4.1888, 1.6316, 1.6243], [-0.5708, 1.6535, 3.2593], [-0.9276, 0.1441, 2.4901], [-1.6283, -0.4119, 3.1473], [-2.8320, 0.9615, 1.9246]], "e_lumo_ev": [5.21, 5.13], "multiplicity": 5, "de_lowest_ev": 0.000, "s_squared": 6.018, "e_tot_ev": -66301.6260, "total_charge": -2, "homo_lumo_gap_ev": [2.972, 5.480]}